Entry 1:
Computed, not measured: a molecular structure, C7H17NO at a distorted geometry, with the ωB97M-V functional and the def2-TZVPD basis.

Calculated values
Total charge: 0
E_HOMO in eV: -7.69
HOMO-LUMO gap in Ha: 0.3135
Calculated total energy in a.u.: -406.81401
Molecular weight in g mol⁻¹: 131.22
LUMO energy in eV: 0.845
2S+1: 1

Last column: Mulliken charge in e.
Cartesian coordinates (Å):
C -0.03 -1.71 -0.60  0.61
C 1.35 -1.35 -1.14  -1.15
C 0.09 -2.61 0.63  -1.70
O -0.78 -2.40 -1.61  -0.57
H -0.36 -3.25 -1.80  0.34
H -0.34 -0.12 0.92  -0.42
H 0.63 -3.54 0.39  0.50
H 1.25 -0.75 -2.05  0.32
H 1.91 -0.76 -0.41  0.20
H 1.93 -2.24 -1.41  0.44
H 0.66 -2.12 1.42  0.32
H -0.89 -2.88 1.01  0.25
C -0.47 2.81 -0.63  -1.35
C 0.59 1.66 1.90  -1.40
C -0.99 1.51 -0.12  0.37
N -1.57 0.62 -0.87  -0.52
C -0.57 0.98 1.19  0.92
H -1.82 0.91 -1.81  0.22
H -0.87 -0.57 -0.81  0.28
H -1.44 0.93 1.85  0.28
H 0.61 2.76 -0.78  0.28
H -0.66 3.61 0.08  0.33
H -0.92 3.07 -1.59  0.41
H 0.38 2.70 2.14  0.34
H 0.80 1.14 2.84  0.40
H 1.50 1.62 1.29  0.31

Entry 2:
Computed, not measured: 4 unconnected molecules or ions with the total composition C41H40F4N4O2S2 at a distorted geometry, with the ωB97M-V functional and the def2-TZVPD basis.

Calculated values
Total charge: 0
E_HOMO in eV: -8.20
HOMO-LUMO gap in Ha: 0.2870
Calculated total energy in a.u.: -3151.61200
Molecular weight in g mol⁻¹: 760.92
LUMO energy in eV: -0.385
2S+1: 1

Last column: Mulliken charge in e.
Cartesian coordinates (Å):
C 3.40 0.07 4.33  -1.43
C 1.99 -0.05 3.79  0.31
F 1.21 -0.67 4.74  -0.41
C 1.97 -0.85 2.45  -0.06
N 1.02 -1.99 2.58  -0.34
C 0.14 -1.98 1.46  -0.49
O -0.91 -2.54 1.42  -0.55
C 0.84 -1.15 0.39  2.59
N 1.95 -2.08 0.00  -0.80
C 0.08 -0.78 -0.89  -2.05
C -1.13 0.14 -0.69  -1.01
C -2.42 -0.69 -0.51  0.19
S -3.83 0.30 -1.05  -0.22
C -5.27 -0.60 -0.50  0.37
S -6.47 -0.88 -1.54  -0.22
N -5.40 -1.05 0.86  0.12
C -5.01 -2.41 1.07  0.43
C -5.22 -2.98 2.32  -0.12
C -4.90 -4.30 2.59  -0.68
C -4.38 -5.12 1.59  -0.58
C -4.17 -4.56 0.34  -0.84
C -4.48 -3.23 0.07  -0.22
C -4.77 -0.09 1.76  -0.19
C -3.67 -0.37 2.56  0.13
C -3.13 0.61 3.40  -0.97
C -3.70 1.87 3.43  -0.54
C -4.80 2.16 2.63  -0.67
C -5.32 1.19 1.80  -0.36
C 1.41 -0.06 1.25  -1.30
O 2.49 0.70 0.65  -0.34
C 2.06 1.65 -0.11  0.58
N 1.48 2.29 -0.87  -0.63
H 3.84 -0.93 4.32  0.39
H 3.96 0.74 3.68  0.19
H 3.39 0.41 5.36  0.45
H 1.56 0.94 3.64  0.29
H 2.95 -1.25 2.20  0.60
H 1.50 -2.88 2.59  0.32
H 2.49 -1.65 -0.75  0.29
H 1.50 -2.89 -0.42  0.36
H 0.80 -0.28 -1.54  0.40
H -0.21 -1.70 -1.40  0.56
H -1.28 0.75 -1.58  0.63
H -1.00 0.81 0.15  0.50
H -2.52 -0.92 0.55  -0.49
H -2.37 -1.63 -1.04  0.46
H -5.64 -2.34 3.09  0.50
H -5.07 -4.68 3.59  0.40
H -4.14 -6.15 1.75  0.42
H -3.77 -5.17 -0.46  0.40
H -4.30 -2.86 -0.92  0.42
H -3.22 -1.35 2.57  0.43
H -2.28 0.36 4.02  0.56
H -3.30 2.65 4.05  0.40
H -5.25 3.14 2.66  0.42
H -6.17 1.42 1.17  0.48
H 0.69 0.61 1.73  0.93
F 6.46 3.23 -5.67  -0.32
C 6.07 2.53 -4.59  0.35
C 6.97 1.68 -3.98  -0.53
C 6.56 0.97 -2.86  -0.31
C 5.27 1.11 -2.37  -0.56
C 4.38 1.97 -3.00  -0.06
C 4.78 2.69 -4.12  -0.67
H 7.97 1.58 -4.38  0.43
H 7.26 0.30 -2.37  0.38
H 4.96 0.55 -1.50  0.52
H 3.37 2.08 -2.63  0.28
H 4.10 3.37 -4.62  0.44
F -6.63 3.43 -2.63  -0.29
C -6.45 3.02 -3.90  0.30
C -6.30 1.67 -4.14  0.35
C -6.12 1.25 -5.45  -0.49
C -6.09 2.17 -6.49  -0.50
C -6.24 3.53 -6.22  -0.34
C -6.43 3.96 -4.91  -0.49
H -6.31 0.96 -3.32  -0.03
H -6.00 0.19 -5.66  0.38
H -5.95 1.84 -7.51  0.37
H -6.22 4.25 -7.02  0.36
H -6.56 5.00 -4.68  0.41
F 7.08 -0.33 4.55  -0.33
C 7.46 -0.21 3.26  0.34
C 8.32 -1.14 2.72  -0.52
C 8.70 -1.01 1.39  -0.40
C 8.22 0.04 0.63  -0.57
C 7.35 0.96 1.18  -0.31
C 6.96 0.84 2.51  -0.35
H 8.70 -1.95 3.34  0.42
H 9.38 -1.74 0.96  0.38
H 8.53 0.14 -0.41  0.44
H 6.98 1.79 0.59  0.44
H 6.28 1.55 2.96  0.45